(1)
ORCA calculation (ωB97M-V/def2-TZVPD) on a molecular structure, C16H22N2Pt in a non-equilibrium geometry.

## Properties
LUMO (alpha / beta) in eV: 0.472 / -1.874
E_HOMO (alpha / beta) in eV: -4.8115 / -7.7841
Gap between HOMO and LUMO (alpha / beta) in eV: 5.28 / 5.91
Spin multiplicity: 5

The geometry in XYZ format:
```
41
Properties=species:S:1:pos:R:3:lowdin_charge:R:1
C -0.749 0.777 -1.895 -0.207
C -1.464 -0.473 -1.819 -0.201
C -0.503 -1.543 -1.900 -0.205
C 0.807 -0.951 -2.049 -0.182
C 0.648 0.485 -2.061 -0.203
Pt -0.056 -0.382 -0.003 1.336
N 0.392 1.406 0.910 -0.095
C -0.932 1.688 1.435 -0.356
C -1.703 0.422 1.044 -0.270
H -0.728 -2.607 -1.910 0.112
H -2.542 -0.587 -1.759 0.110
H 1.734 -1.495 -2.217 0.113
H 1.431 1.207 -2.268 0.102
H -1.201 1.762 -1.917 0.108
H -2.551 0.657 0.395 0.040
H -0.945 1.829 2.533 0.108
H 0.713 2.181 0.314 0.074
H -1.957 -0.231 1.886 0.045
H -1.384 2.598 0.986 0.101
C 3.255 0.246 0.530 -0.096
N 2.393 -0.355 1.537 -0.310
C 2.288 0.401 2.780 -0.088
C 2.562 -1.797 1.697 -0.174
C 1.269 -2.574 1.725 -0.236
C 1.260 -3.858 2.301 -0.060
C 0.096 -4.627 2.326 -0.100
C -1.088 -4.105 1.787 -0.097
C -1.075 -2.830 1.207 -0.154
C 0.103 -2.095 1.127 -0.266
H 3.646 1.193 0.907 0.078
H 2.663 0.428 -0.375 0.038
H 4.071 -0.438 0.273 0.082
H 1.232 0.515 3.052 0.069
H 2.830 -0.120 3.583 0.085
H 2.726 1.392 2.625 0.076
H 3.164 -2.152 0.846 0.121
H 3.122 -1.987 2.631 0.119
H 2.192 -4.236 2.727 0.106
H 0.091 -5.624 2.772 0.097
H -2.024 -4.669 1.794 0.096
H -1.976 -2.374 0.789 0.084
```

---

(2)
ORCA calculation (ωB97M-V/def2-TZVPD) on 2 unconnected molecules or ions with the total composition C16H22N4O4 in a non-equilibrium geometry.

## Properties
SMILES: COc1ccc(C=C2C(=O)N(C)C(=O)N(C)C2=O)cc1.CNNC
LUMO in eV: -0.870
E_HOMO in eV: -8.3303
Gap between HOMO and LUMO in eV: 7.46

The geometry in XYZ format:
```
46
Properties=species:S:1:pos:R:3:lowdin_charge:R:1
C -5.472 1.423 0.789 -0.098
O -5.126 0.334 1.608 -0.079
C -3.826 -0.126 1.437 -0.230
C -3.395 -1.205 2.222 0.001
C -2.120 -1.695 2.121 -0.017
C -1.203 -1.130 1.227 -0.208
C 0.199 -1.539 1.208 0.094
C 1.264 -0.702 1.304 -0.030
C 2.612 -1.261 1.190 -0.373
O 2.779 -2.456 1.024 0.089
N 3.699 -0.385 1.268 0.021
C 5.023 -0.932 1.159 -0.011
C 3.569 0.997 1.430 -0.410
O 4.548 1.720 1.469 0.096
N 2.281 1.519 1.551 0.021
C 2.143 2.939 1.732 -0.009
C 1.126 0.731 1.587 -0.343
O 0.059 1.253 1.854 0.090
C -1.652 -0.086 0.410 -0.044
C -2.918 0.421 0.523 -0.009
H -6.514 1.677 0.977 0.095
H -4.845 2.281 1.032 0.097
H -5.356 1.147 -0.258 0.093
H -4.090 -1.618 2.932 0.118
H -1.790 -2.484 2.773 0.118
H 0.427 -2.590 1.107 0.135
H 5.749 -0.127 1.243 0.091
H 5.185 -1.658 1.953 0.101
H 5.134 -1.428 0.198 0.101
H 1.086 3.193 1.783 0.091
H 2.639 3.235 2.653 0.102
H 2.607 3.458 0.896 0.100
H -0.942 0.370 -0.258 0.103
H -3.203 1.269 -0.073 0.102
C 1.717 -0.794 -3.285 -0.140
N 0.433 -0.174 -3.037 -0.151
N -0.696 -0.944 -3.556 -0.151
C -1.434 -0.268 -4.603 -0.143
H 2.538 -0.166 -2.942 0.071
H 1.781 -1.763 -2.794 0.065
H 1.835 -0.950 -4.355 0.070
H 0.312 0.036 -2.040 0.076
H -1.310 -1.265 -2.797 0.101
H -2.224 -0.896 -5.013 0.072
H -1.872 0.657 -4.234 0.062
H -0.753 -0.018 -5.412 0.069
```

---

(3)
ORCA calculation (ωB97M-V/def2-TZVPD) on C16H22N4O4S in the gas phase in a non-equilibrium geometry.

## Properties
SMILES: CCN(CC)C(=O)C1CCN(S(=O)(=O)c2cccc3nonc23)CC1
LUMO in eV: -0.810
E_HOMO in eV: -9.1758
Gap between HOMO and LUMO in eV: 8.37

The geometry in XYZ format:
```
47
Properties=species:S:1:pos:R:3:lowdin_charge:R:1
C -1.715 1.546 -4.403 -0.067
C -0.190 1.530 -4.368 -0.204
N 0.326 0.236 -3.950 -0.067
C 0.505 -0.743 -5.003 -0.214
C 1.902 -0.679 -5.621 -0.064
C 0.604 0.067 -2.635 -0.417
O 0.390 0.965 -1.837 0.056
C 1.145 -1.294 -2.199 -0.224
C 2.181 -1.179 -1.071 -0.101
C 1.553 -0.741 0.249 -0.204
N 0.458 -1.627 0.579 -0.219
S -0.038 -1.645 2.153 0.667
O -1.042 -2.663 2.273 -0.287
O 1.115 -1.712 2.993 -0.260
C -0.876 -0.071 2.420 -0.185
C -2.231 -0.041 2.550 -0.032
C -2.949 1.165 2.754 -0.046
C -2.321 2.372 2.834 0.006
C -0.919 2.380 2.696 -0.214
N -0.036 3.360 2.711 0.136
O 1.149 2.792 2.520 -0.031
N 1.091 1.474 2.378 0.150
C -0.184 1.150 2.481 -0.206
C -0.593 -1.643 -0.410 -0.190
C -0.026 -2.171 -1.725 -0.107
H -2.068 2.522 -4.724 0.073
H -2.107 1.343 -3.410 0.074
H -2.100 0.795 -5.090 0.067
H 0.218 1.767 -5.353 0.118
H 0.163 2.272 -3.649 0.118
H -0.238 -0.530 -5.776 0.118
H 0.301 -1.747 -4.628 0.111
H 2.091 0.310 -6.031 0.072
H 2.666 -0.888 -4.877 0.070
H 1.986 -1.408 -6.423 0.075
H 1.637 -1.782 -3.042 0.120
H 2.954 -0.461 -1.348 0.127
H 2.645 -2.158 -0.937 0.125
H 2.270 -0.801 1.067 0.118
H 1.206 0.293 0.150 0.099
H -2.759 -0.982 2.510 0.115
H -4.022 1.108 2.853 0.111
H -2.850 3.297 2.997 0.118
H -1.377 -2.300 -0.032 0.119
H -1.004 -0.634 -0.560 0.127
H -0.819 -2.197 -2.476 0.120
H 0.337 -3.188 -1.564 0.128
```

---

Short version: relative energy (zero: lowest compared OMol25 entry of this formula, charge and spin) = 0.0; 73.0; 44.8 kcal per mole, in the order given.
Short version: energy = -23166.7394; -31098.4321; -41932.3188 eV, in the order given.